Here is C12H20N2OS in the gas phase from OMol25. Energies are from ωB97M-V with the def2-TZVPD basis set.

Highest occupied orbital energy in eV: -8.02
Largest force on an atom in eV/A: 15.44
SMILES: CCCN(CC1CC1)C(=S)NC(=O)C1CC1
LUMO level in eV: 0.66
HOMO-LUMO gap in eV: 8.7
Electronic energy in a.u.: -1051.75342
Relative energy (zero: lowest compared OMol25 entry of this formula, charge and spin) in kcal per mole: 268.5
M in g mol⁻¹: 240.4

Each line ends with the Mulliken charge.
Atoms and positions in Å:
C  2.29374  -2.52493  2.46857  -1.1671
C  2.54326  -2.22282  0.86421  -0.7206
H  3.07879  -3.01989  0.44873  0.4869
C  1.28179  -2.29604  0.05050  -1.2616
N  0.53884  -1.27821  0.31011  0.2043
C  0.67016  -0.05626  -0.00549  0.2683
S  1.96423  0.24274  -0.93613  -0.3764
N  -0.29607  0.91057  0.24761  0.0807
C  -0.59392  2.15186  -0.21955  0.0545
O  -1.12145  3.03229  0.54968  -0.7455
C  -0.39974  2.48863  -1.49678  0.1881
C  0.44240  3.69616  -1.84828  -0.5192
C  -0.71349  3.70130  -2.31761  -0.4520
H  -1.22705  3.66842  -3.20688  0.3214
H  -1.60825  4.18130  -1.70589  0.1806
H  1.34553  3.80271  -2.42046  0.2767
H  0.94352  4.48813  -0.91109  0.1791
H  0.11125  1.69078  -2.08165  0.2680
H  -0.80523  0.92814  1.17551  0.2424
C  -0.80787  -1.53703  1.44357  -1.2237
C  -2.07338  -1.64041  0.48699  0.3656
C  -2.57360  -2.85243  0.01205  0.0143
C  -3.32752  -2.37718  1.12316  -1.3139
H  -4.25387  -1.98734  1.16010  0.3158
H  -3.24369  -3.07229  1.74605  0.4273
H  -3.01818  -2.61624  -1.17198  0.1798
H  -1.66654  -3.65485  -0.15231  0.1744
H  -2.48818  -0.59648  0.05888  0.2148
H  -0.55260  -2.57055  1.88326  0.4033
H  -0.78547  -0.78655  2.20869  0.4866
H  1.40183  -2.22978  -0.99978  0.6280
H  0.72983  -3.35290  0.11269  0.2932
H  3.02159  -1.37995  0.79955  0.5565
H  1.83189  -1.82356  2.82167  0.4471
H  3.30520  -2.68243  2.95520  0.3577
H  1.56177  -3.49506  2.59862  0.1646

Here is a 3-piece molecular cluster, C12H20O12S2 overall from OMol25. Energies are from ωB97M-V with the def2-TZVPD basis set.

Highest occupied orbital energy in eV: -10.40
Largest force on an atom in eV/A: 4.56
SMILES: O=C(O)CCC[C@H]1COC(=O)C1.O=S1(=O)OCCO1.O=S1(=O)OCCO1
LUMO level in eV: 0.26
HOMO-LUMO gap in eV: 10.7
Electronic energy in a.u.: -2168.37284
Relative energy (zero: lowest compared OMol25 entry of this formula, charge and spin) in kcal per mole: 67.0
M in g mol⁻¹: 420.4

Each line ends with the Mulliken charge.
Atoms and positions in Å:
O  -4.38225  3.34123  -1.24887  -0.5834
C  -3.87660  2.39558  -0.59208  0.4649
O  -3.45420  2.71142  0.73936  -0.4652
C  -3.68494  0.94056  -1.25662  -0.6415
C  -2.48492  0.09458  -0.58286  0.3914
C  -1.20983  0.25782  -1.57092  -1.2251
C  -0.56314  1.69299  -1.27542  0.4631
C  0.12495  1.81148  0.17086  -0.4791
O  1.50348  2.23480  -0.14661  -0.4158
C  1.83450  1.42894  -1.29989  0.4378
O  2.73810  0.59695  -1.45262  -0.5507
C  0.64574  1.87891  -2.31659  -0.6818
H  -2.67675  3.31050  0.70405  0.3224
H  -4.68564  0.39895  -1.16203  0.3546
H  -3.51190  1.12546  -2.36651  0.2654
H  -2.77626  -1.00724  -0.46934  0.3516
H  -2.24860  0.46627  0.47622  -0.1377
H  -0.40650  -0.53573  -1.38848  0.3668
H  -1.52219  0.18212  -2.67784  0.3177
H  -1.31116  2.50739  -1.54852  0.3194
H  0.31590  0.72492  0.49913  0.2724
H  -0.43421  2.40445  0.96056  0.2501
H  0.78840  2.91139  -2.78729  0.3047
H  0.78075  1.11107  -3.15265  0.2912
C  -4.89549  -1.60325  4.09507  -0.3286
C  -3.61409  -2.01281  4.80374  -0.3875
O  -2.68332  -2.28572  3.75549  -0.3148
S  -3.00142  -1.31195  2.49853  1.2516
O  -2.11685  -0.18699  2.56763  -0.5633
O  -3.14288  -2.12105  1.32760  -0.5916
O  -4.47371  -0.82711  2.97239  -0.2920
H  -5.43679  -2.47680  3.72144  0.2963
H  -5.55315  -1.01734  4.73758  0.3098
H  -3.75025  -2.89012  5.43560  0.3186
H  -3.21496  -1.19065  5.40475  0.2892
C  6.55616  -0.27311  -1.91062  -0.3218
C  5.51142  -1.17645  -1.27599  -0.1747
O  5.94606  -2.50643  -1.56703  -0.3172
S  7.56712  -2.53520  -1.61327  1.1097
O  8.04594  -2.99194  -0.34287  -0.5417
O  7.97377  -3.12415  -2.85247  -0.5270
O  7.80557  -0.93283  -1.69704  -0.3177
H  6.39808  -0.18339  -2.98896  0.3138
H  6.56863  0.72075  -1.46270  0.3002
H  4.51329  -1.00148  -1.67502  0.2294
H  5.49413  -1.05679  -0.18889  0.2657

Here is C12H21AsN2O6PtS as an isolated structure from OMol25. Energies are from ωB97M-V with the def2-TZVPD basis set.

Total charge: +2
Highest occupied orbital energy in eV: -16.77
Largest force on an atom in eV/A: 0.75
LUMO level in eV: -9.66
HOMO-LUMO gap in eV: 7.1
Electronic energy in a.u.: -3783.37896
Relative energy (zero: lowest compared OMol25 entry of this formula, charge and spin) in kcal per mole: 6.6
M in g mol⁻¹: 591.4

Each line ends with the Mulliken charge.
Atoms and positions in Å:
Pt  -0.36572  -0.37055  -0.05799  1.9544
O  -0.71121  3.26763  -2.03199  -0.5689
As  -1.53203  1.98009  -1.22907  1.1119
O  -3.08781  1.77817  -1.54070  -0.6118
O  -0.45646  0.64030  -1.72534  -0.7721
C  -0.82603  2.16199  0.61995  -0.0132
C  0.04946  3.25751  0.74680  -0.5108
C  0.46275  3.71788  1.98381  -0.8161
C  0.03214  3.09485  3.15131  -0.5271
C  -0.78346  1.97853  3.07232  -1.2704
C  -1.20708  1.51726  1.83401  1.4132
S  -1.98719  -0.06782  1.88331  1.2352
O  -2.97531  -0.24135  2.86266  -0.5465
O  -0.76483  -0.98603  1.95528  -0.6687
O  -2.35909  -0.24877  0.41119  -0.7047
H  -1.30501  3.71212  -2.65908  0.3586
H  0.34740  3.79753  -0.14151  0.5702
H  1.10171  4.58915  2.04001  0.4546
H  0.33960  3.47233  4.11739  0.4746
H  -1.09767  1.46048  3.97067  0.5008
C  2.28106  0.19905  -1.45273  -0.9531
N  1.65769  -0.60665  -0.35782  -0.2227
C  2.34760  -0.26038  0.92287  -0.9489
C  1.80412  -2.07256  -0.64294  -0.6140
C  0.71882  -2.49168  -1.60177  -0.5290
N  -0.62018  -2.13963  -1.01210  -0.4231
C  -1.65810  -1.98654  -2.08688  -0.9628
C  -1.07355  -3.18286  -0.03831  -0.9214
H  3.33768  -0.06619  -1.47736  0.4563
H  2.16634  1.25568  -1.22889  0.3141
H  1.81167  -0.00893  -2.40746  0.3730
H  3.41428  -0.46295  0.81977  0.4197
H  1.93541  -0.85328  1.73698  0.4153
H  2.20416  0.80124  1.11958  0.3333
H  1.72517  -2.60856  0.30265  0.3843
H  2.79365  -2.26279  -1.05930  0.4701
H  0.73472  -3.56940  -1.76654  0.5109
H  0.79833  -1.99251  -2.56545  0.3907
H  -1.77558  -2.96659  -2.55084  0.4424
H  -1.32181  -1.25276  -2.81150  0.3953
H  -2.59578  -1.67427  -1.63709  0.3974
H  -1.16567  -4.11598  -0.59398  0.4362
H  -2.04181  -2.89774  0.36068  0.3883
H  -0.35239  -3.29502  0.76540  0.3845

Here is a 4-piece molecular cluster, C12H21B3ClN3O5 overall from OMol25. Energies are from ωB97M-V with the def2-TZVPD basis set.

Highest occupied orbital energy in eV: -10.13
Largest force on an atom in eV/A: 10.18
SMILES: CC[C@@H](Cl)B1OBOB(CCOC=O)O1.CC#N.CC#N.CC#N
LUMO level in eV: 0.17
HOMO-LUMO gap in eV: 10.3
Electronic energy in a.u.: -1545.05133
M in g mol⁻¹: 355.2

Each line ends with the Mulliken charge.
Atoms and positions in Å:
C  2.12797  -0.18811  3.76422  -0.8032
C  0.81884  0.25761  2.88142  -0.3749
C  0.80258  -0.67820  1.53540  -0.1748
Cl  -0.71218  -0.32037  0.46370  -0.2156
B  2.11016  -0.51709  0.55340  0.3942
O  3.52403  -0.75570  0.91766  -0.5064
B  4.39157  -0.88572  -0.27161  0.3635
O  3.94102  -1.38301  -1.61238  -0.5766
B  2.46093  -1.31499  -1.61340  0.6980
C  1.43246  -2.41213  -2.27610  -0.1229
C  1.97423  -3.90719  -1.84716  -0.2816
O  0.88518  -4.65364  -1.18027  -0.2833
C  1.22707  -4.99385  0.20982  0.2451
O  0.20946  -5.20533  1.09042  -0.5063
O  1.86967  -0.13753  -0.88411  -0.2491
H  3.10973  0.29420  3.32069  0.1657
H  2.03123  0.11098  4.89125  0.3352
H  2.26919  -1.36830  3.68196  0.2160
H  0.83029  1.39418  2.57272  0.2773
H  -0.15030  -0.03926  3.51078  0.2674
H  0.72221  -1.83742  1.80808  0.2950
H  5.55822  -0.63703  -0.19668  -0.0982
H  0.38494  -2.25991  -1.72411  0.1665
H  1.22259  -2.27753  -3.41908  -0.0408
H  2.94162  -3.85059  -1.15581  0.1788
H  2.26676  -4.46193  -2.83814  0.2516
H  2.30686  -5.09933  0.65537  0.3135
C  -4.23910  2.04183  0.66514  -0.5602
C  -3.30556  1.85695  1.85033  0.3915
N  -2.53100  1.70347  2.83354  -0.4913
H  -3.73254  1.74720  -0.25794  0.2419
H  -5.13215  1.42408  0.79412  0.2664
H  -4.53961  3.09039  0.58741  0.1396
C  0.08300  0.28428  -6.16640  -0.7733
C  -0.27622  -0.96783  -5.38311  0.5295
N  -0.57414  -2.00659  -4.73318  -0.5364
H  0.45958  1.05380  -5.48705  0.2584
H  0.85498  0.05296  -6.90554  0.2711
H  -0.80142  0.66721  -6.68312  0.3024
C  -4.12605  6.23278  3.02344  -0.6735
C  -5.11263  5.65148  2.02388  0.4087
N  -5.93113  5.16932  1.19455  -0.4829
H  -3.51499  7.00036  2.54084  0.2604
H  -4.66573  6.68211  3.86168  0.2619
H  -3.47163  5.44336  3.40338  0.2519

Here is C12H21ClLiN5O4Se2 as an isolated structure from OMol25. Energies are from ωB97M-V with the def2-TZVPD basis set.

Highest occupied orbital energy (spin up / spin down) in eV: -6.87 / -6.70
Largest force on an atom in eV/A: 1.73
LUMO level (spin up / spin down) in eV: -0.08 / -0.13
HOMO-LUMO gap (spin up / spin down) in eV: 6.8 / 6.6
Electronic energy in a.u.: -6314.92310
Relative energy (zero: lowest compared OMol25 entry of this formula, charge and spin) in kcal per mole: 33.9
M in g mol⁻¹: 499.6

Each line ends with the Mulliken charge.
Atoms and positions in Å:
Li  -0.63009  -0.21734  0.88239  1.0477
C  3.51126  -1.06148  0.92265  -0.8088
Se  3.19633  0.13469  -0.55553  -0.0086
C  3.37415  1.79864  0.45398  -0.7028
C  2.85622  3.01422  -0.29299  -0.9000
Se  1.02467  2.87253  -0.99541  0.1967
C  1.25626  4.34721  -2.27963  -1.0497
H  2.62643  -0.95770  1.56142  0.1653
H  4.40611  -0.75573  1.45947  0.3954
H  3.61958  -2.07711  0.54857  0.2730
H  4.43352  1.93211  0.67743  0.4626
H  2.81402  1.61484  1.37093  0.3499
H  3.47301  3.22180  -1.16895  0.3741
H  2.88044  3.87786  0.37323  0.4078
H  1.58747  5.25689  -1.78336  0.3103
H  0.29248  4.52309  -2.75282  0.2873
H  1.97607  4.04863  -3.03879  0.3054
N  -2.01880  1.26268  0.84638  -0.4872
N  -3.22981  0.55814  0.83278  -0.2031
C  -3.20537  -0.72302  0.32445  0.4338
N  -4.40690  -1.31817  0.13566  -0.4134
N  -2.04391  -1.24788  0.04302  -0.3605
N  -1.91316  -2.54980  -0.28944  0.4505
O  -0.80244  -2.81102  -1.05428  -0.2276
O  -2.84104  -3.39283  -0.35260  -0.7806
H  -2.04694  2.00461  1.53027  0.2303
H  -1.74702  1.64221  -0.05883  0.2257
H  -4.05589  1.07579  0.55850  0.2435
H  -5.19656  -1.00276  0.67300  0.2272
H  -4.32099  -2.31279  -0.05856  0.2999
Cl  3.07169  -8.03053  0.45850  -0.2179
C  2.31572  -6.49100  0.22188  0.3850
C  2.20961  -5.96799  -1.05835  -0.7345
C  1.60691  -4.73550  -1.23911  -0.3641
C  1.11040  -4.01878  -0.15533  0.3189
C  0.46023  -2.68148  -0.37348  -0.0861
C  1.22814  -4.56020  1.11821  -0.0758
C  1.82782  -5.79382  1.31437  -0.8167
H  2.60071  -6.52317  -1.89902  0.4083
H  1.52240  -4.32383  -2.23681  0.4211
H  1.08271  -2.05360  -1.01292  0.0276
H  0.32632  -2.16619  0.57769  0.2263
H  0.85068  -4.00919  1.97090  0.3663
H  1.92193  -6.21192  2.30630  0.4055
O  0.89742  0.47047  0.33762  -0.4045
O  0.89785  0.09171  1.66048  -0.6032

Here is C12H21IrN2O5S3 as an isolated structure from OMol25. Energies are from ωB97M-V with the def2-TZVPD basis set.

Highest occupied orbital energy in eV: -8.01
Largest force on an atom in eV/A: 1.05
LUMO level in eV: -0.07
HOMO-LUMO gap in eV: 7.9
Electronic energy in a.u.: -2254.51777
Relative energy (zero: lowest compared OMol25 entry of this formula, charge and spin) in kcal per mole: 7.7
M in g mol⁻¹: 561.7

Each line ends with the Mulliken charge.
Atoms and positions in Å:
Ir  1.31640  0.39504  0.76624  1.1182
N  0.24005  0.02147  2.49809  -0.4951
C  0.36918  -1.42836  2.81963  0.0228
C  1.83032  -1.80590  2.59414  0.4443
O  2.40098  -2.59511  3.33017  -0.7168
N  2.34935  -1.12823  1.55226  -0.2252
C  3.75567  -0.75718  1.61305  -0.6141
C  3.82253  0.71714  2.00674  0.6963
O  4.80646  1.24409  2.45793  -0.6547
O  2.67545  1.37304  1.82219  -0.7234
H  0.68800  0.58113  3.22355  0.4485
H  -0.73129  0.31324  2.45766  0.1369
H  -0.26863  -1.98289  2.13385  -0.1060
H  0.08868  -1.65351  3.84660  0.4403
H  4.23430  -0.87701  0.63834  0.2273
H  4.29505  -1.35662  2.34344  0.4135
C  -3.09872  0.62321  -2.30555  -0.5655
C  -2.65146  1.79497  -1.41661  -0.3486
S  -2.64879  1.63180  0.41226  -0.1152
C  -3.10385  -0.06770  0.76556  -1.2802
C  -2.05892  -1.15030  0.42847  -0.6819
S  -0.58029  -0.56147  -0.45610  0.1377
C  -0.43868  -1.86224  -1.68977  -0.8333
C  -1.55495  -1.75738  -2.72973  -0.7115
S  -1.83688  -0.10376  -3.40796  -0.0852
H  -3.85937  0.99512  -2.99113  0.4821
H  -3.57713  -0.18144  -1.74871  0.1122
H  -3.32362  2.63163  -1.60180  0.4982
H  -1.64146  2.10527  -1.67775  0.0422
H  -4.06058  -0.32576  0.31159  0.5006
H  -3.28474  -0.04766  1.84183  0.4285
H  -2.49977  -1.87483  -0.25427  0.5381
H  -1.77877  -1.71672  1.31638  0.4979
H  -0.41841  -2.85160  -1.22889  0.4323
H  0.53367  -1.69073  -2.15198  0.4284
H  -2.50172  -2.13925  -2.34499  0.3382
H  -1.29918  -2.38516  -3.58448  0.4566
C  2.13886  3.00524  -2.12550  -1.2480
C  1.74618  1.99602  -1.10103  1.0223
O  2.46864  0.96973  -0.88250  -0.7765
O  0.70605  2.12704  -0.39248  -0.6759
H  2.59684  2.51360  -2.98089  0.3529
H  2.87883  3.67045  -1.67829  0.3136
H  1.27572  3.59157  -2.42955  0.3275